DFT (ωB97M-V with the def2-TZVPD basis set) results for a cluster of 12 separate species, C48H123N11O4 in total at a distorted geometry.

Computed properties:
largest force on an atom: 0.1180 hartree/bohr
calculated total energy: -2804.9497 a.u.
charge: +2
LUMO: -6.221 eV
orbital gap: 2.03 eV
energy relative to the best compared isomer or geometry (same formula, charge and spin): 1031.9 kJ/mol

Structure (XYZ):
```
186
Properties=species:S:1:pos:R:3:forces:R:3
N -9.22365 27.17842 -6.37056 1.556 0.049 0.203
H -8.52648 27.20676 -7.10080 -0.428 0.418 -1.336
H -10.19819 27.15934 -6.63515 -0.705 -0.337 -0.558
H -9.02244 27.99478 -5.81095 -0.191 0.302 0.698
H -8.87760 26.34365 -5.91944 -0.742 -0.619 1.054
N -19.89621 21.84040 -12.82751 0.195 -0.514 0.974
H -19.11893 22.06384 -12.22252 0.713 0.759 0.363
H -20.02436 22.53295 -13.55142 0.076 0.039 -0.413
H -20.70736 21.77166 -12.22966 -0.849 0.220 0.330
H -19.69248 20.89735 -13.12625 0.010 -0.540 -1.018
N -10.56734 25.84042 -14.48197 0.467 0.962 0.956
H -10.75653 26.24308 -15.38871 -0.695 -0.226 -1.036
H -10.43248 24.84226 -14.40719 0.076 -0.866 -0.416
H -11.26445 26.12048 -13.80692 -1.036 0.020 0.232
H -9.74015 26.32427 -14.16300 0.701 -0.154 0.139
N -8.86064 30.52491 -11.00157 0.209 -1.301 -0.577
H -8.32949 30.06202 -10.27789 0.251 0.535 1.103
H -9.84713 30.35505 -10.86717 -0.852 0.262 0.336
H -8.59675 29.93225 -11.77567 0.010 0.014 -1.109
H -8.62011 31.48483 -11.20356 0.122 0.578 0.228
C -15.21783 25.02459 -8.91237 -1.694 -2.364 -1.881
C -15.77661 24.33983 -10.06260 0.624 1.250 -0.221
C -15.23410 24.80741 -11.53009 0.318 0.835 1.756
O -15.54269 24.12624 -12.50070 0.133 0.382 -0.180
C -14.40755 26.05471 -11.50302 -3.240 -4.636 -2.193
C -13.96434 26.57466 -10.34838 2.165 2.440 -0.073
C -14.29523 26.01122 -9.00450 0.925 0.617 3.933
O -13.79675 26.40469 -7.86262 0.421 0.432 -2.599
O -13.20614 27.58064 -10.48679 0.844 0.733 1.170
O -16.64611 23.47993 -9.98830 -0.178 -0.407 -0.375
H -15.51184 24.60482 -7.96172 0.059 0.243 0.202
H -14.25546 26.44672 -12.49781 0.472 0.499 0.084
C -10.46705 28.59195 -19.71503 0.275 0.072 -0.141
C -10.43316 27.97684 -18.30344 -0.787 -0.494 -1.202
N -11.78370 27.67185 -17.74818 1.671 1.107 0.790
C -12.52691 28.88848 -17.32929 0.051 -0.473 0.564
C -11.73585 29.84052 -16.41912 -0.410 -0.458 0.190
C -12.54724 26.74857 -18.57642 -0.842 -0.028 1.046
C -13.63625 26.05244 -17.69763 0.424 0.189 -1.410
H -11.16425 29.41690 -19.86153 -0.107 0.014 0.319
H -10.71311 27.83211 -20.45678 -0.111 -0.016 0.029
H -9.48642 28.97437 -19.99826 0.101 -0.020 0.076
H -9.94984 27.00860 -18.43390 0.159 -0.147 0.172
H -9.77561 28.55077 -17.65050 -0.503 0.137 0.315
H -12.97588 29.45280 -18.14664 0.117 -0.018 -0.418
H -13.35700 28.52657 -16.72261 -0.176 0.023 -0.106
H -11.39100 29.28518 -15.54689 0.578 -0.283 -0.053
H -10.92076 30.37403 -16.90809 -0.061 -0.059 0.081
H -12.41130 30.54422 -15.93263 -0.144 0.294 -0.508
H -11.89071 26.00692 -19.03143 0.220 -0.048 0.304
H -13.01775 27.25155 -19.42124 -0.231 0.178 -0.133
H -14.50459 26.69269 -17.54215 0.140 0.022 0.183
H -13.22558 25.71575 -16.74575 -0.041 -0.002 -0.037
H -13.98277 25.20112 -18.28354 -0.153 -0.187 0.277
C -18.47521 16.45174 -16.60277 -0.464 0.423 0.387
C -19.22532 17.59753 -15.85669 1.153 -1.731 1.108
N -18.46198 18.14308 -14.65132 0.133 0.243 -0.686
C -18.19855 17.12277 -13.57852 -1.030 0.093 -0.529
C -17.44541 17.63457 -12.36817 0.231 0.481 0.487
C -17.18915 18.74243 -15.07242 -0.137 1.037 -1.050
C -17.28245 19.71560 -16.30780 0.351 -0.875 0.868
H -18.21422 15.66478 -15.89519 0.234 0.052 -0.091
H -17.59188 16.79923 -17.13857 0.009 -0.097 0.034
H -19.16751 15.98794 -17.30541 0.062 0.112 -0.185
H -19.52932 18.32919 -16.60526 0.080 0.426 0.623
H -20.09778 17.09654 -15.43725 -0.310 0.405 0.003
H -19.18269 16.77845 -13.26067 -0.097 -0.065 -0.042
H -17.66589 16.23694 -13.92446 0.067 -0.056 -0.456
H -17.78188 17.21196 -11.42145 -0.361 -0.258 -0.185
H -16.38356 17.38887 -12.38275 0.068 0.316 -0.302
H -17.57375 18.71055 -12.25037 0.162 0.127 -0.043
H -16.44350 17.97272 -15.27159 0.217 -0.189 -0.176
H -16.78162 19.37922 -14.28723 -0.049 -0.269 0.334
H -17.92432 20.56350 -16.06873 -0.207 -0.080 -0.177
H -17.58086 19.22060 -17.23194 -0.230 0.091 0.118
H -16.28469 20.11399 -16.49183 0.047 0.036 0.085
C -10.67653 19.78259 -12.74256 -0.682 -0.264 0.758
C -10.83170 21.10811 -13.47110 0.272 -0.794 0.114
N -9.57243 21.84802 -13.64460 -0.367 1.082 -0.207
C -8.73972 21.29672 -14.70731 0.363 0.516 0.323
C -7.63113 22.26414 -15.20212 -0.669 -0.717 0.147
C -8.81597 21.99001 -12.38693 -0.154 -0.263 -0.661
C -9.57006 22.75064 -11.32748 0.090 0.038 0.618
H -11.64489 19.28224 -12.73583 -0.146 0.034 0.043
H -10.44429 19.97224 -11.69461 0.213 -0.334 0.056
H -9.99964 19.03926 -13.16373 0.315 0.377 -0.114
H -11.30250 20.82643 -14.41296 0.290 0.694 -0.424
H -11.55390 21.71627 -12.92642 0.040 0.075 -0.044
H -8.24337 20.39028 -14.36074 0.100 -0.401 -0.043
H -9.42618 21.01655 -15.50630 0.254 0.093 -0.219
H -8.04511 23.25792 -15.37277 -0.038 0.037 -0.277
H -6.79863 22.37333 -14.50707 -0.085 -0.154 0.075
H -7.23721 21.82531 -16.11883 0.103 0.347 -0.102
H -7.89689 22.52782 -12.61964 0.066 -0.117 0.006
H -8.54800 20.98447 -12.06260 0.265 -0.071 0.389
H -10.55143 22.32475 -11.11857 -0.134 0.356 -0.251
H -9.59325 23.81087 -11.57943 -0.568 0.078 -0.197
H -9.07573 22.73892 -10.35609 0.367 -0.276 -0.036
C -25.89230 21.64098 -9.74661 0.190 0.866 -0.105
C -24.69033 22.05907 -10.65993 -1.104 -0.605 0.455
N -23.36972 21.51478 -10.31878 -0.003 -1.709 1.685
C -22.84143 22.01539 -9.03186 1.253 1.011 -0.311
C -22.61604 23.51112 -9.04731 -0.604 0.855 -0.207
C -23.43157 20.01087 -10.11425 0.676 0.017 -2.860
C -23.70638 19.31714 -11.49409 -0.774 0.108 0.430
H -25.83537 22.12049 -8.76940 0.337 -0.262 0.233
H -26.07948 20.57435 -9.62266 0.255 0.053 -0.124
H -26.80524 22.08382 -10.14479 -0.026 -0.114 -0.360
H -24.94429 21.74903 -11.67358 0.199 -0.006 -0.068
H -24.66923 23.14875 -10.67529 0.297 -0.032 0.025
H -21.81301 21.67351 -8.91533 -0.014 -0.794 -0.229
H -23.33291 21.68967 -8.11510 -0.609 -0.101 -0.119
H -23.52684 24.09408 -8.91053 -0.079 0.007 0.180
H -22.24000 23.81868 -10.02307 0.160 -0.089 -0.142
H -21.88580 23.85322 -8.31395 -0.107 -0.210 0.139
H -22.42810 19.64888 -9.89041 0.113 0.403 0.525
H -24.09349 19.64530 -9.32919 -0.217 0.318 -0.029
H -23.75949 18.23031 -11.43035 0.109 -0.028 0.318
H -24.65711 19.61452 -11.93658 -0.139 0.075 0.154
H -22.96942 19.53720 -12.26646 0.338 0.244 0.266
C -17.10715 31.91578 -12.67948 -0.192 0.027 -0.690
C -17.62419 32.81738 -11.53487 -0.213 -0.988 -0.696
N -18.48680 32.07717 -10.61514 -0.657 -0.609 0.075
C -18.92744 32.97917 -9.53548 -0.646 0.193 -1.078
C -19.77981 34.14402 -10.09507 -0.085 0.729 0.438
C -17.85441 30.86276 -10.05007 -0.461 0.269 -0.487
C -18.81411 29.94296 -9.27600 0.721 0.846 0.382
H -17.92444 31.47894 -13.25334 -0.468 -0.128 0.438
H -16.46012 31.07577 -12.42682 0.007 0.198 0.488
H -16.59106 32.42646 -13.49246 0.301 0.662 0.371
H -16.81891 33.32557 -11.00444 0.595 -0.044 0.249
H -18.22173 33.62458 -11.95852 0.044 -0.164 -0.187
H -19.52131 32.46014 -8.78313 0.101 -0.197 -0.219
H -18.01635 33.32944 -9.05038 0.111 0.544 0.427
H -20.67555 33.89530 -10.66419 0.369 -0.779 -0.343
H -20.24327 34.77217 -9.33432 0.389 -0.164 0.669
H -19.20802 34.86922 -10.67408 0.114 -0.204 -0.143
H -16.98530 31.23746 -9.50937 0.307 -0.462 0.767
H -17.47289 30.19140 -10.81935 0.089 0.509 -0.364
H -19.26199 30.45987 -8.42730 -0.283 -0.114 -0.106
H -18.22131 29.13579 -8.84568 -0.094 -0.193 -0.153
H -19.56974 29.55129 -9.95697 -0.023 0.043 0.164
C -13.03302 16.38730 -7.47573 0.920 1.338 1.482
C -12.31089 17.44777 -6.61151 0.149 0.037 0.348
N -12.19524 18.73720 -7.24048 -0.614 1.623 -1.331
C -13.48787 19.43818 -7.49770 0.041 -0.964 0.971
C -14.37449 19.73244 -6.27057 -0.216 0.506 0.083
C -11.24365 19.64344 -6.58016 -0.033 -1.073 -0.340
C -9.80534 19.20494 -6.91524 -0.273 0.973 -0.002
H -12.47019 16.37581 -8.40910 -0.653 -0.281 -0.256
H -14.06325 16.74298 -7.49054 -0.079 -0.560 -0.753
H -12.95231 15.45131 -6.92299 -0.206 -0.146 -0.350
H -12.81056 17.60481 -5.65560 -0.313 -0.453 0.434
H -11.30232 17.12411 -6.35435 0.010 -0.184 -0.142
H -13.26040 20.40336 -7.95021 -0.021 -0.206 -0.308
H -14.11025 18.84006 -8.16327 0.358 0.017 -0.362
H -14.53859 18.95494 -5.52446 0.508 -0.286 -0.147
H -14.01655 20.62692 -5.76078 -0.020 -0.038 0.217
H -15.38843 19.95037 -6.60602 0.005 0.254 -0.207
H -11.44861 19.61913 -5.50988 0.365 0.057 0.498
H -11.44580 20.67213 -6.87853 0.074 -0.053 -0.324
H -9.09351 19.99717 -6.68333 0.128 -0.096 0.774
H -9.65486 19.14709 -7.99325 -0.439 -0.593 -0.093
H -9.56672 18.27190 -6.40476 0.304 0.164 -0.229
C -19.54083 23.78851 -3.08710 0.433 1.105 -0.772
C -18.50181 24.89808 -3.34748 0.103 -0.571 0.309
N -18.29515 25.83952 -2.24763 1.399 -0.116 -0.062
C -17.11348 26.66457 -2.59272 0.659 -0.471 1.007
C -16.44905 27.49291 -1.47694 -0.362 0.150 0.284
C -19.44143 26.56782 -1.74838 0.398 0.480 0.015
C -19.93923 27.61703 -2.72077 -1.159 -0.062 -0.233
H -19.35800 23.01524 -3.83324 -0.159 -0.094 0.023
H -20.53374 24.20007 -3.26833 -0.247 -0.384 0.519
H -19.36331 23.36414 -2.09891 -0.397 0.125 0.020
H -17.58979 24.33208 -3.53715 0.490 0.293 0.438
H -18.61408 25.43607 -4.28878 -0.714 0.022 -0.394
H -16.37161 25.92465 -2.89310 0.094 0.063 -0.207
H -17.21578 27.35453 -3.43032 -0.542 -0.049 -0.420
H -15.52209 27.95174 -1.82090 0.033 -0.126 -0.401
H -17.05746 28.34032 -1.16095 -0.240 -0.041 0.071
H -16.16680 26.94037 -0.58076 -0.286 -0.304 -0.049
H -19.14168 27.05709 -0.82161 0.115 0.013 0.122
H -20.22454 25.87212 -1.44700 -0.060 -0.082 -0.262
H -19.23070 28.41418 -2.94579 0.112 -0.202 0.005
H -20.85635 28.08866 -2.36787 0.030 0.159 0.303
H -20.26885 27.12246 -3.63448 0.304 0.091 -0.332
```
Positions in Å, forces in eV/Å.



DFT (ωB97M-V with the def2-TZVPD basis set) results for the molecule C7H10Br2O at a distorted geometry.

Computed properties:
largest force on an atom: 0.0811 hartree/bohr
calculated total energy: -5495.9317 a.u.
LUMO: 0.618 eV
orbital gap: 9.85 eV
energy relative to the best compared isomer or geometry (same formula, charge and spin): 2.3 kJ/mol

Structure (XYZ):
```
20
Properties=species:S:1:pos:R:3:forces:R:3
C 0.73624 0.25252 -2.24721 1.454 0.549 2.257
C -0.21629 -0.04342 -1.09848 0.331 -0.223 -0.011
C -0.96728 1.10767 -0.55748 -0.772 -0.191 1.659
C -0.30899 -1.27144 -0.59467 -0.193 -0.145 0.943
Br 1.02005 -2.60129 -1.22155 -0.967 0.364 0.368
C -1.07068 -1.86502 0.64015 0.038 0.089 0.050
C -0.14634 -1.88062 1.93234 1.306 -1.095 -3.808
C -2.41595 -1.32982 1.28807 2.198 -1.775 -1.455
O -2.93385 -0.30648 1.18361 -1.371 2.607 -0.485
Br -3.16543 -2.54944 2.56730 -0.168 -0.898 0.399
H 1.80324 -0.02903 -1.82948 -1.990 0.208 -1.649
H 0.77192 1.31317 -2.53136 -0.207 -0.234 0.355
H 0.29343 -0.27262 -3.05564 0.685 -0.871 -1.147
H -1.85445 1.34919 -1.07813 -0.674 0.498 -1.560
H -0.33332 1.96523 -0.46863 0.348 0.590 -0.120
H -1.47751 0.95276 0.40022 0.910 -0.260 0.092
H -1.31070 -2.87312 0.32132 -0.032 -0.265 0.234
H 0.83856 -1.51628 1.60002 -0.330 0.055 0.327
H -0.00053 -2.92644 2.16863 -0.307 0.185 1.149
H -0.61761 -1.17610 2.52001 -0.259 0.812 2.402
```
Positions in Å, forces in eV/Å.



DFT (ωB97M-V with the def2-TZVPD basis set) results for the molecule C5H6O3 at a distorted geometry.

Computed properties:
largest force on an atom: 0.0602 hartree/bohr
calculated total energy: -419.8030 a.u.
LUMO: 0.706 eV
orbital gap: 9.36 eV
energy relative to the best compared isomer or geometry (same formula, charge and spin): 95.6 kJ/mol

Structure (XYZ):
```
14
Properties=species:S:1:pos:R:3:forces:R:3
O 1.56351 -0.14136 1.33419 -0.942 0.542 -2.319
C 0.99356 0.04334 -0.09374 0.806 -1.251 2.713
O 2.04974 -0.00325 -0.97272 0.038 0.042 -0.275
C 0.03816 -1.10215 -0.17353 -0.067 0.218 -0.010
C -1.26715 -0.91071 0.02110 0.342 -0.017 -0.245
C -1.76834 0.43562 0.12719 0.232 0.227 0.050
C -0.90394 1.44836 -0.00002 -0.376 0.088 0.153
O 0.42774 1.31006 -0.17334 0.012 -0.055 -0.219
H 2.35015 0.41418 1.37448 0.131 0.085 -0.052
H 1.97717 -0.78967 -1.53187 -0.026 0.240 0.223
H 0.49745 -2.07375 -0.24995 0.005 -0.174 -0.014
H -1.95606 -1.73840 0.06851 -0.041 -0.148 -0.035
H -2.81755 0.61685 0.27410 -0.101 0.188 -0.014
H -1.18443 2.49089 -0.00438 -0.013 0.015 0.045
```
Positions in Å, forces in eV/Å.